Formula: C15H24BClO7
Source: OMol25
Level of theory: wB97M-V/def2-TZVPD

CARTESIAN COORDINATES (ANGSTROEM)
Cl1 -1.52 1.65 3.08
O1 1.31 2.53 -2.20
O2 -1.86 -1.34 -0.63
O3 2.12 -2.84 4.39
O4 -0.68 -4.29 4.98
O5 -2.61 -1.42 -2.73
O6 0.55 2.44 -4.31
O7 0.45 -2.57 5.93
C1 -1.16 0.12 -3.77
C2 1.02 2.84 -5.61
C3 -0.32 -0.53 2.05
C4 -0.58 -0.27 -2.41
C5 -0.64 -3.11 5.24
C6 -1.76 -2.17 4.89
C7 -1.72 -1.05 -1.78
C8 -1.47 -0.17 2.98
C9 1.44 2.82 -3.35
C10 -2.14 -1.01 -4.03
C11 1.52 -2.13 5.15
C12 2.58 3.58 -3.99
C13 1.86 -0.68 5.37
C14 2.01 3.97 -5.35
C15 -0.13 -2.03 1.84
B1 -1.33 -0.71 4.45
H1 1.50 1.97 -6.08
H2 0.86 -2.20 1.42
H3 2.85 4.44 -3.38
H4 -2.39 -2.62 4.13
H5 1.69 -0.13 4.45
H6 -0.31 0.59 -1.80
H7 -2.99 -0.71 -4.64
H8 -1.69 1.06 -3.68
H9 -0.91 0.03 5.28
H10 1.46 4.91 -5.27
H11 -0.42 0.23 -4.55
H12 2.91 -0.64 5.61
H13 -1.66 -1.88 -4.50
H14 0.18 3.14 -6.22
H15 2.75 4.08 -6.14
H16 -0.17 -2.61 2.75
H17 -2.36 -2.06 5.79
H18 1.27 -0.26 6.16
H19 -2.41 -0.47 2.51
H20 0.59 -0.02 2.36
H21 -0.56 -0.11 1.08
H22 0.28 -0.94 -2.51
H23 3.44 2.92 -4.08
H24 -0.84 -2.38 1.12

## Properties
SMILES: CC[C@H](Cl)BCC(=O)OC(C)=O.O=C1CCCO1.O=C1CCCO1
relative energy (zero: lowest compared OMol25 entry of this formula, charge and spin): 31.7 kJ/mol
gap between HOMO and LUMO: 10.3 eV

---

Formula: C3H5N5
Source: OMol25
Level of theory: wB97M-V/def2-TZVPD

CARTESIAN COORDINATES (ANGSTROEM)
N1 1.94 -1.15 0.06
N2 1.87 0.17 -0.28
N3 -0.24 -0.60 -0.40
N4 -1.54 -0.97 0.04
N5 0.26 1.84 0.05
C1 0.59 0.65 -0.17
C2 0.77 -1.53 -0.07
C3 -2.39 -0.04 0.01
H1 -3.44 -0.16 0.07
H2 -2.14 0.98 -0.41
H3 0.60 -2.55 0.32
H4 0.99 2.59 0.04
H5 2.75 0.77 0.74

## Properties
relative energy (zero: lowest compared OMol25 entry of this formula, charge and spin): 547.1 kJ/mol
gap between HOMO and LUMO: 8.7 eV

---

Formula: C18H34Br8O9
Source: OMol25
Level of theory: wB97M-V/def2-TZVPD

CARTESIAN COORDINATES (ANGSTROEM)
Br1 -1.49 -2.06 3.08
Br2 -0.36 -8.19 -5.06
Br3 3.10 4.39 -2.81
Br4 0.30 0.85 -3.72
Br5 -3.26 5.39 2.57
Br6 -3.66 1.89 3.44
Br7 0.82 -4.15 -3.21
Br8 -4.08 -3.41 4.98
O1 -0.91 0.44 0.04
O2 3.26 -0.08 -2.72
O3 -1.56 -1.60 -0.54
O4 4.58 -0.40 -4.52
O5 -1.36 3.53 5.65
O6 -3.10 -0.04 -0.05
O7 4.46 1.57 -3.39
O8 0.03 2.20 4.52
O9 -1.52 1.26 5.67
C1 -1.96 -0.35 -0.19
C2 -0.21 -6.31 -4.69
C3 -4.07 -3.35 3.05
C4 1.14 -0.24 1.01
C5 -2.63 3.81 1.61
C6 5.44 2.17 -4.22
C7 -1.00 2.43 5.33
C8 -3.63 2.70 1.69
C9 -0.15 -1.64 -0.68
C10 1.95 3.13 -3.74
C11 4.16 0.29 -3.63
C12 1.40 2.13 -2.75
C13 -3.31 -2.18 2.47
C14 -2.55 1.26 6.63
C15 2.75 -1.41 -2.80
C16 0.95 -6.00 -3.77
C17 0.33 -0.25 -0.27
C18 0.84 3.33 4.13
H1 1.93 -6.07 -4.24
H2 -0.13 -5.69 -5.58
H3 0.25 -2.40 -0.01
H4 1.45 0.77 1.30
H5 2.54 2.62 -4.49
H6 -4.65 3.03 1.49
H7 -5.11 -3.30 2.72
H8 1.90 -1.35 -3.48
H9 1.18 3.68 -4.28
H10 2.47 -1.72 -1.80
H11 -3.83 -1.29 2.81
H12 0.86 0.28 -1.05
H13 -1.14 -6.03 -4.20
H14 6.26 2.53 -3.60
H15 -2.19 1.58 7.61
H16 1.70 3.30 4.79
H17 -1.69 3.50 2.07
H18 -3.36 1.95 6.39
H19 0.27 4.25 4.25
H20 1.12 3.15 3.10
H21 1.07 -6.65 -2.91
H22 2.13 -0.69 0.82
H23 4.92 2.90 -4.83
H24 0.65 -0.78 1.80
H25 -3.74 -4.32 2.67
H26 -3.45 1.95 0.93
H27 0.85 2.55 -1.92
H28 5.93 1.46 -4.88
H29 -3.01 0.28 6.67
H30 0.23 -1.91 -1.66
H31 3.42 -2.16 -3.20
H32 -3.36 -2.23 1.38
H33 2.24 1.56 -2.37
H34 -2.40 4.14 0.60

## Properties
SMILES: C[C@H]1COC(=O)O1.COC(=O)OC.COC(=O)OC.BrCCBr.BrCCBr.BrCCBr.BrCCBr
gap between HOMO and LUMO: 9.9 eV

---

Formula: C2H3O3Sc
Source: OMol25
Level of theory: wB97M-V/def2-TZVPD

CARTESIAN COORDINATES (ANGSTROEM)
Sc1 1.65 0.36 0.13
O1 -0.49 -1.24 0.36
O2 0.56 -1.17 -0.63
O3 -0.39 1.18 0.40
C1 -1.25 0.93 -0.66
C2 -1.30 -0.15 0.32
H1 -0.88 0.83 -1.69
H2 -2.46 0.65 -0.63
H3 -2.06 -0.18 1.10

## Properties
total charge: +1
<S²>: 0.751
gap between HOMO and LUMO (alpha / beta): 7.1 / 8.3 eV
spin multiplicity: 2

---

Formula: C20H17ClN3O7S5V
Source: OMol25
Level of theory: wB97M-V/def2-TZVPD

CARTESIAN COORDINATES (ANGSTROEM)
V1 -0.52 -0.07 -0.29
Cl1 -3.63 4.57 -4.88
S1 -2.00 -1.84 -0.90
S2 0.42 -7.11 -0.24
S3 -1.10 -4.56 -0.15
S4 0.13 -2.47 -3.75
S5 0.61 -5.03 -2.36
O1 -0.88 -0.18 1.62
O2 3.50 -2.24 5.56
O3 0.10 0.37 -2.05
O4 0.61 1.91 0.15
O5 -1.97 1.01 -0.54
O6 2.29 -1.05 6.87
O7 0.95 -1.14 0.02
N1 0.85 3.38 1.85
N2 2.69 2.27 1.00
N3 2.54 -1.53 5.79
C1 1.15 -1.20 2.34
C2 1.55 -1.54 1.02
C3 -1.88 2.94 -3.63
C4 -0.38 -0.12 3.90
C5 0.45 -0.46 4.92
C6 -1.53 -2.17 -4.39
C7 -0.26 1.32 -2.76
C8 0.00 -5.65 -0.88
C9 -0.08 -0.47 2.56
C10 1.97 -1.56 3.42
C11 -1.48 2.05 -2.61
C12 -1.00 -3.24 -1.30
C13 -3.57 2.48 -1.45
C14 -2.33 1.82 -1.49
C15 1.63 -1.20 4.67
C16 -0.22 -3.49 -2.35
C17 1.35 2.48 0.96
C18 -3.96 3.29 -2.49
C19 3.34 1.25 0.20
C20 -3.10 3.52 -3.59
H1 3.70 0.42 0.81
H2 0.38 1.58 -3.61
H3 -1.21 3.13 -4.47
H4 -4.94 3.75 -2.48
H5 3.23 2.71 1.73
H6 0.22 -0.19 5.94
H7 -1.99 -3.10 -4.72
H8 -1.40 -1.51 -5.25
H9 -0.13 3.60 1.77
H10 -2.15 -1.69 -3.63
H11 2.89 -2.12 3.26
H12 1.43 3.96 2.42
H13 4.19 1.67 -0.34
H14 -4.22 2.31 -0.60
H15 -1.29 0.45 4.08
H16 2.63 0.87 -0.52
H17 2.43 -2.17 0.87

## Properties
<S²>: 2.014
relative energy (zero: lowest compared OMol25 entry of this formula, charge and spin): 0.0 kJ/mol
gap between HOMO and LUMO (alpha / beta): 6.5 / 6.1 eV
spin multiplicity: 3

---

Formula: C17H25Cl2FN4O
Source: OMol25
Level of theory: wB97M-V/def2-TZVPD

CARTESIAN COORDINATES (ANGSTROEM)
Cl1 -1.46 3.25 2.67
Cl2 -3.34 1.41 1.02
F1 0.05 -3.66 0.96
O1 -1.97 1.78 -1.83
N1 -2.07 -0.53 -0.95
N2 -0.52 -2.95 -2.12
N3 -2.72 -2.42 1.92
N4 1.34 3.80 -1.62
C1 -1.64 0.01 -3.46
C2 -1.89 0.52 -1.92
C3 2.71 1.57 -1.35
C4 1.39 -0.48 -0.48
C5 -0.78 1.74 1.83
C6 0.64 -2.32 1.16
C7 -2.16 -1.56 1.29
C8 0.77 1.50 1.99
C9 -0.23 -2.28 -1.15
C10 -1.55 0.84 1.08
C11 0.69 -1.96 2.70
C12 0.36 -3.14 3.74
C13 0.11 -1.23 0.09
C14 2.70 3.18 -1.49
C15 -3.34 -1.25 -1.01
C16 -1.29 -0.52 0.32
C17 1.26 0.88 -1.29
H1 1.34 -3.71 3.99
H2 1.52 4.82 -1.58
H3 0.44 1.52 -0.81
H4 1.10 2.10 2.93
H5 1.76 -1.56 2.95
H6 1.17 0.47 2.16
H7 2.19 -0.31 0.36
H8 1.96 -1.21 -1.19
H9 3.33 1.13 -2.23
H10 -4.21 -0.87 -0.33
H11 -0.03 -1.07 2.94
H12 -0.48 -3.85 3.41
H13 1.75 -2.51 0.85
H14 3.35 1.33 -0.41
H15 -0.57 0.21 -3.81
H16 0.75 3.63 -0.77
H17 3.37 3.50 -2.37
H18 0.04 -2.63 4.74
H19 -3.77 -1.02 -2.08
H20 1.30 2.08 1.13
H21 -3.28 -2.41 -1.02
H22 -2.36 0.67 -4.09
H23 3.20 3.63 -0.54
H24 0.98 0.63 -2.37
H25 -2.00 -1.07 -3.62

## Properties
SMILES: CC[C@@H](F)[C@](C#N)(CCCCN)[C@@](C#N)(/C(Cl)=C(\C)Cl)N(C)C(C)=O
gap between HOMO and LUMO: 9.8 eV

---

Formula: C25H28N2O5
Source: OMol25
Level of theory: wB97M-V/def2-TZVPD

CARTESIAN COORDINATES (ANGSTROEM)
O1 -2.23 1.80 -3.89
O2 -0.81 -0.15 -2.37
O3 0.67 0.56 -0.31
O4 3.23 1.80 1.26
O5 0.13 -0.30 4.77
N1 1.12 2.51 1.59
N2 0.83 -0.19 2.64
C1 -1.73 -2.35 -0.53
C2 0.25 2.90 -0.70
C3 -1.86 -1.78 0.75
C4 2.17 1.70 1.85
C5 -0.42 3.86 -1.43
C6 -1.21 -0.65 -3.63
C7 -1.41 2.20 -2.87
C8 1.04 -3.35 2.49
C9 0.08 1.56 -1.06
C10 2.22 -4.72 0.91
C11 1.18 3.33 0.40
C12 0.00 -0.61 3.60
C13 1.32 -4.40 -0.07
C14 1.75 -0.13 -0.93
C15 1.98 0.64 2.92
C16 -0.70 -3.20 -0.80
C17 -1.16 -1.48 3.12
C18 -0.98 -2.09 1.76
C19 0.10 -2.98 1.50
C20 -2.88 2.80 -4.65
C21 0.24 -3.53 0.20
C22 -1.24 3.52 -2.50
C23 -0.15 2.49 2.27
C24 2.07 -4.19 2.20
C25 -0.74 1.19 -2.15
H1 -2.46 -2.11 -1.28
H2 -0.31 4.90 -1.17
H3 1.48 -0.47 -1.93
H4 -0.55 3.51 2.27
H5 -2.67 -1.10 0.94
H6 1.84 1.08 3.92
H7 2.90 0.04 2.94
H8 -0.86 1.84 1.76
H9 -2.29 -0.54 -3.79
H10 3.04 -5.39 0.69
H11 -0.95 -1.71 -3.60
H12 -2.16 3.47 -5.14
H13 0.96 4.37 0.67
H14 0.65 -0.39 1.67
H15 1.97 -0.99 -0.30
H16 2.63 0.52 -0.98
H17 2.22 3.28 0.04
H18 -3.44 2.26 -5.42
H19 -3.57 3.38 -4.05
H20 -0.68 -0.16 -4.45
H21 0.95 -2.95 3.49
H22 -0.59 -3.65 -1.78
H23 2.79 -4.46 2.96
H24 -1.31 -2.26 3.87
H25 -0.04 2.16 3.30
H26 -1.75 4.31 -3.03
H27 -2.05 -0.85 3.13
H28 1.41 -4.81 -1.06

## Properties
SMILES: COc1ccc(CN(C)C(=O)CNC(=O)Cc2cccc3ccccc23)c(OC)c1OC
relative energy (zero: lowest compared OMol25 entry of this formula, charge and spin): 222.1 kJ/mol
gap between HOMO and LUMO: 8.7 eV

---

Formula: C26H48CaF18O24P3
Source: OMol25
Level of theory: wB97M-V/def2-TZVPD

CARTESIAN COORDINATES (ANGSTROEM)
Ca1 0.56 3.01 -2.05
P1 -0.24 -0.01 0.38
P2 1.84 0.98 -4.61
P3 -0.54 5.70 0.62
F1 -2.03 5.43 1.20
F2 1.36 0.24 0.66
F3 -1.78 -0.32 0.00
F4 -0.53 0.69 1.80
F5 2.79 -0.32 -4.57
F6 -1.09 6.25 -0.79
F7 -0.17 -1.45 1.10
F8 0.96 2.35 -4.53
F9 0.02 5.28 2.09
F10 -0.50 4.22 0.02
F11 -0.30 1.48 -0.36
F12 2.60 1.50 -5.91
F13 -0.59 7.23 1.16
F14 2.93 1.75 -3.62
F15 0.25 -0.59 -1.04
F16 0.74 0.23 -5.46
F17 1.01 5.93 0.14
F18 1.13 0.57 -3.19
O1 -3.68 2.61 -1.58
O2 -6.61 0.54 -0.49
O3 -3.49 -3.68 -0.58
O4 -7.45 2.43 0.43
O5 -3.26 0.80 -2.63
O6 4.36 -2.25 -0.48
O7 4.99 -2.05 5.56
O8 0.53 -4.92 -5.92
O9 4.14 2.59 -0.39
O10 -5.67 1.42 1.29
O11 5.89 -2.69 -1.99
O12 2.11 3.40 -0.36
O13 -1.61 2.33 -2.43
O14 -5.40 3.42 3.50
O15 6.34 -2.91 0.21
O16 -3.06 -5.40 -1.95
O17 -3.38 3.06 4.11
O18 5.45 -2.93 3.55
O19 -2.36 -5.42 0.19
O20 -3.84 5.03 3.15
O21 3.05 2.65 1.53
O22 1.03 -2.89 -5.11
O23 4.12 -1.12 3.87
O24 -0.32 -4.18 -3.96
C1 -2.44 -0.18 -3.26
C2 1.90 3.00 2.31
C3 7.04 -3.45 -2.43
C4 -6.65 1.55 0.42
C5 -4.16 3.94 3.52
C6 5.27 2.05 0.34
C7 -4.72 0.44 0.88
C8 0.48 -4.09 -5.07
C9 -0.98 -4.48 1.91
C10 -1.97 3.17 3.98
C11 -4.29 -0.39 2.08
C12 4.93 -2.10 4.23
C13 -6.34 4.16 2.78
C14 -2.98 -4.89 -0.88
C15 -3.34 3.42 -0.46
C16 3.83 -0.88 2.49
C17 -0.12 -3.39 -2.81
C18 3.03 2.87 0.24
C19 -2.92 -3.26 0.69
C20 3.47 -1.85 -1.52
C21 -5.58 -0.35 -0.12
C22 5.77 -3.02 6.20
C23 -2.76 1.97 -2.28
C24 1.86 -2.60 -6.20
C25 -2.36 -4.51 1.30
C26 5.61 -2.63 -0.69
H1 -1.76 -0.64 -2.54
H2 -4.27 3.64 0.07
H3 5.29 0.97 0.25
H4 7.82 -2.69 -2.39
H5 -1.13 -3.01 -2.58
H6 -6.53 5.18 3.10
H7 -0.99 -3.92 2.84
H8 6.13 2.41 -0.21
H9 -2.61 3.06 0.26
H10 5.28 2.33 1.39
H11 -1.89 0.20 -4.12
H12 2.67 -3.32 -6.35
H13 -1.66 3.81 3.14
H14 2.40 -1.66 -6.20
H15 -5.90 -1.33 0.25
H16 2.45 -1.78 -1.13
H17 6.85 -3.63 -3.49
H18 3.59 -0.79 -1.72
H19 -3.55 -1.14 1.86
H20 1.26 -2.61 -7.12
H21 -3.07 -0.97 -3.66
H22 1.03 2.90 1.66
H23 -0.31 -3.97 1.21
H24 5.30 -4.01 6.05
H25 -3.78 -2.87 1.22
H26 1.84 2.33 3.16
H27 3.43 -2.49 -2.39
H28 -3.07 -4.82 2.08
H29 0.49 -2.50 -2.97
H30 -4.94 -0.59 -0.98
H31 -6.12 4.24 1.71
H32 -3.85 0.85 0.37
H33 1.90 4.05 2.62
H34 7.19 -4.38 -1.90
H35 3.67 0.19 2.40
H36 2.97 -1.49 2.21
H37 -3.93 0.14 2.96
H38 -1.59 3.71 4.85
H39 -7.34 3.72 2.77
H40 -5.21 -0.93 2.33
H41 -3.06 4.43 -0.77
H42 4.67 -1.13 1.84
H43 -2.14 -2.54 0.49
H44 6.78 -3.21 5.82
H45 0.12 -3.96 -1.91
H46 5.76 -3.01 7.29
H47 -0.52 -5.44 2.13
H48 -1.52 2.19 3.89

## Properties
total charge: -1
relative energy (zero: lowest compared OMol25 entry of this formula, charge and spin): 192.0 kJ/mol
gap between HOMO and LUMO: 10.3 eV

---

Formula: C4H8FN4S
Source: OMol25
Level of theory: wB97M-V/def2-TZVPD

CARTESIAN COORDINATES (ANGSTROEM)
S1 0.83 2.86 2.28
F1 0.45 -2.91 -1.01
N1 1.31 2.86 0.56
N2 0.13 -0.45 -0.73
N3 0.30 0.44 0.35
N4 1.26 1.48 -1.63
C1 -0.56 -1.83 -0.70
C2 0.71 0.13 -2.03
C3 0.98 1.71 -0.16
C4 -1.36 -2.11 0.73
H1 1.77 3.70 0.13
H2 0.77 -0.33 -3.11
H3 -2.27 -2.85 0.60
H4 -1.40 -1.79 -1.54
H5 -0.01 0.26 1.35
H6 -0.64 -2.46 1.60
H7 -0.50 2.34 2.23
H8 -1.77 -1.05 1.08

## Properties
SMILES: C[C@H](F)n1cnc(NS)[nH+]1
total charge: +1
relative energy (zero: lowest compared OMol25 entry of this formula, charge and spin): 480.2 kJ/mol
gap between HOMO and LUMO: 8.9 eV

---

Formula: C16H20GaNO4PS2V
Source: OMol25
Level of theory: wB97M-V/def2-TZVPD

CARTESIAN COORDINATES (ANGSTROEM)
Ga1 -3.71 1.39 2.97
V1 0.79 0.29 -7.74
S1 -0.58 0.97 -1.48
S2 -2.01 -1.70 -0.90
P1 -1.86 2.70 3.56
O1 -0.90 0.23 -8.24
O2 2.47 0.34 -7.25
O3 -0.35 1.90 3.26
O4 -1.92 4.30 2.85
N1 0.94 -1.35 -1.05
C1 1.08 -1.45 3.25
C2 -4.22 -0.08 0.24
C3 -2.83 -0.92 0.59
C4 3.18 0.48 -4.16
C5 1.98 -2.82 3.58
C6 2.16 -0.48 -3.30
C7 2.85 0.71 -0.84
C8 -4.20 1.44 0.96
C9 1.29 -1.78 0.35
C10 2.53 -3.64 2.24
C11 2.20 -3.15 0.68
C12 1.96 -0.40 -1.65
C13 4.05 1.61 -3.36
C14 -0.43 -0.72 -1.15
C15 0.75 -0.96 1.70
C16 3.89 1.69 -1.71
H1 0.64 -0.84 4.18
H2 -4.95 1.90 3.87
H3 4.75 2.32 -4.00
H4 -3.07 -1.78 1.35
H5 0.08 -0.01 1.51
H6 3.21 0.32 -5.33
H7 -2.66 4.77 3.37
H8 4.55 2.54 -1.18
H9 -0.24 1.15 3.93
H10 -2.06 -0.13 1.03
H11 2.64 -3.84 -0.17
H12 -4.36 0.10 -0.93
H13 2.19 -3.19 4.68
H14 3.15 -4.63 2.48
H15 -5.11 -0.72 0.70
H16 -5.32 1.83 0.86
H17 -3.42 -0.13 3.44
H18 2.76 0.82 0.33
H19 1.53 -1.29 -3.89
H20 -3.42 2.16 0.41

## Properties
gap between HOMO and LUMO: 1.3 eV

---

Number 1: strongest force on any atom 0.05677 hartree/bohr. Number 2: strongest force on any atom 0.14257 hartree/bohr. Number 3: strongest force on any atom 0.03134 hartree/bohr. Number 4: strongest force on any atom 0.11872 hartree/bohr. Number 5: strongest force on any atom 0.04891 hartree/bohr. Number 6: strongest force on any atom 0.13636 hartree/bohr. Number 7: strongest force on any atom 0.01184 hartree/bohr. Number 8: strongest force on any atom 0.07201 hartree/bohr. Number 9: strongest force on any atom 0.15517 hartree/bohr. Number 10: strongest force on any atom 0.10726 hartree/bohr.